Below is a molecular structure, C36H38BrIKN7O3S2, with properties calculated with wB97M-V/def2-TZVPD.

Each line ends with the Mulliken charge.
Positions of all 89 atoms, in Å:
K -0.0487 -0.7027 0.3456  1.033
C -7.7577 2.7245 -1.3203  -1.502
C -6.2961 2.3883 -1.1497  0.998
C -5.8321 1.0940 -1.3870  -0.858
C -4.4907 0.7807 -1.2476  -0.661
C -3.5944 1.7794 -0.8739  -0.677
C -4.0293 3.0740 -0.6417  0.100
C -5.3799 3.3681 -0.7762  -0.723
S -1.8999 1.3495 -0.5776  1.739
O -1.2343 2.6052 -0.2769  -0.817
O -1.9855 0.3961 0.5293  -0.736
N -1.2458 0.5609 -1.7448  -0.126
C -1.2178 1.0249 -3.0625  -0.087
C -1.8562 2.1547 -3.5563  -0.286
C -1.8050 2.5181 -4.9194  -1.086
C -1.1035 1.7812 -5.8237  -0.845
C -0.3998 0.6394 -5.3691  1.216
C 0.3711 -0.1567 -6.2459  -0.746
C 1.0482 -1.2341 -5.7662  -0.977
C 0.9613 -1.5218 -4.3863  0.434
N 0.2595 -0.8181 -3.5355  -0.113
C -0.4373 0.2578 -4.0049  -0.086
H -8.3876 1.8547 -1.1318  0.374
H -7.9626 3.0649 -2.3381  0.274
H -8.0614 3.5209 -0.6402  0.374
H -6.5368 0.3211 -1.6815  0.341
H -4.1267 -0.2273 -1.4287  0.455
H -3.3077 3.8352 -0.3615  0.505
H -5.7285 4.3787 -0.5902  0.365
H -2.4084 2.7905 -2.8786  0.387
H -2.3351 3.4087 -5.2450  0.375
H -1.0607 2.0564 -6.8719  0.348
H 0.4166 0.1120 -7.2971  0.392
H 1.6463 -1.8626 -6.4132  0.425
H 1.5000 -2.3761 -3.9881  0.105
N 3.1734 -1.0288 -0.9822  -0.247
C 2.8422 -2.2471 -1.5185  0.359
N 1.7206 -2.8513 -1.3243  0.132
C 1.7111 -4.0832 -1.9786  -0.653
C 0.6355 -4.9688 -2.0044  -0.672
C 0.7560 -6.1582 -2.7047  -0.596
C 1.9331 -6.4788 -3.3847  -0.477
C 3.0127 -5.6067 -3.3721  -0.555
C 2.8858 -4.4162 -2.6637  1.155
S 4.0342 -3.1176 -2.4863  -0.331
H 2.4033 -0.4934 -0.6289  -0.142
H 3.8960 -0.4934 -1.4244  0.270
H -0.2790 -4.7019 -1.4874  0.464
H -0.0799 -6.8483 -2.7336  0.397
H 2.0050 -7.4142 -3.9282  0.382
H 3.9276 -5.8461 -3.9043  0.398
C -1.7603 2.3359 2.9522  -0.821
N -0.5004 2.9858 2.6198  0.502
C -0.6041 4.4216 2.3965  -1.206
C 0.5567 2.2669 2.1552  0.137
O 0.5303 1.0592 1.8976  -0.204
N 1.7283 2.9948 1.9585  0.145
C 2.2719 3.7570 3.0786  -1.081
C 2.7301 2.3182 1.1550  -0.897
H -2.1349 2.7272 3.9020  0.359
H -1.6202 1.2647 3.0272  0.098
H -2.5022 2.5319 2.1728  0.174
H -1.5178 4.6244 1.8307  0.273
H 0.2369 4.7813 1.8152  0.441
H -0.6535 4.9689 3.3418  0.330
H 1.5001 3.9510 3.8198  0.367
H 2.6836 4.7127 2.7468  0.267
H 3.0707 3.1916 3.5704  0.377
H 2.2749 1.9459 0.2387  0.121
H 3.1960 1.4823 1.6867  0.328
H 3.5016 3.0380 0.8832  0.394
C 4.0677 -4.4438 1.6864  -0.942
C 3.0662 -3.3662 1.7191  0.371
N 2.2946 -2.5144 1.6812  -0.225
H 3.5743 -5.4090 1.6025  0.287
H 4.6687 -4.4300 2.5916  0.350
H 4.7205 -4.3107 0.8251  0.264
Br 0.2068 1.3444 6.1844  -0.132
C 1.2788 -0.2075 6.2731  0.393
C 2.3305 -0.1916 7.1790  -0.495
C 3.1772 -1.2835 7.2853  -0.469
C 2.9768 -2.3952 6.4813  -0.660
C 1.9269 -2.4139 5.5792  -0.307
C 1.0652 -1.3275 5.4719  -0.052
I -0.4715 -1.4926 4.0838  0.231
H 2.4803 0.6846 7.7959  0.387
H 3.9948 -1.2604 7.9949  0.366
H 3.6375 -3.2518 6.5546  0.365
H 1.7657 -3.2774 4.9446  0.368

Properties
* 2S+1: 1
* net charge: 0
* relative energy (zero: lowest compared OMol25 entry of this formula, charge and spin): 1.675 eV
* gap between HOMO and LUMO: 7.020 eV
* HOMO: -6.85 eV
* calculated total energy: -170662.63991 eV

Below is a molecular structure, C36H38BrN7OTi, with properties calculated with wB97M-V/def2-TZVPD.

Each line ends with the Mulliken spin population.
Positions of all 84 atoms, in Å:
Ti -0.0757 0.1652 -0.4881  0.742
C -3.0074 2.2874 -2.6711  -0.005
C -2.4680 2.4606 -3.9398  0.011
C -1.2172 1.8979 -4.1984  -0.005
C -0.5570 1.1028 -3.2328  -0.004
N -1.0781 1.1032 -1.9660  -0.013
C -2.2912 1.6448 -1.6754  0.035
C 0.6670 0.2733 -3.3625  0.024
C 1.6247 0.5098 -4.3744  -0.003
C 2.7823 -0.2593 -4.3514  0.005
C 2.6937 -1.5198 -3.7006  -0.008
C 1.6243 -1.7744 -2.8675  0.017
N 0.7406 -0.8029 -2.5346  0.009
C 1.3516 -3.2063 -2.5274  -0.027
C 1.8226 -4.2112 -3.4069  0.006
C 1.4944 -5.4955 -3.1458  -0.001
C 0.7411 -5.8089 -1.9822  0.000
C 0.1567 -4.8147 -1.2525  -0.001
N 0.4475 -3.5146 -1.5423  -0.011
H -4.0385 2.6045 -2.4705  0.000
H -2.9128 3.1616 -4.7001  0.000
H -0.7152 2.1091 -5.1329  0.000
H -2.6854 1.4280 -0.6952  0.004
H 1.4570 1.4169 -5.0496  0.001
H 3.7578 0.0773 -4.8465  0.000
H 3.4644 -2.3044 -3.8294  0.000
H 2.4617 -3.8408 -4.2503  0.000
H 1.8816 -6.2847 -3.7642  0.000
H 0.4416 -6.8050 -1.7416  0.000
H -0.5494 -5.0241 -0.4275  0.000
N -4.6495 -2.5835 0.3848  0.000
C -3.1906 -2.8698 0.3863  0.001
C -2.4914 -1.8590 -0.5490  0.016
N -1.3415 -1.1998 0.0704  0.008
H -5.2352 -3.2056 0.9941  0.000
H -5.0905 -2.6577 -0.5914  0.000
H -4.7553 -1.6231 0.6476  0.000
H -3.0023 -3.9133 0.0018  0.000
H -2.8685 -2.8506 1.4185  -0.001
H -3.2553 -1.1068 -0.8136  -0.001
H -2.1886 -2.2404 -1.5503  -0.002
H 0.0114 -2.8165 -1.0037  0.017
H -1.1497 -1.6824 0.9575  0.005
N -0.2388 1.4754 0.7490  -0.142
C -0.3927 2.3126 1.6966  0.047
C -1.3278 2.1465 2.7599  0.037
C -1.8449 0.8495 3.0110  0.041
C -2.9214 0.6082 3.8384  -0.022
C -3.5289 1.6698 4.4983  0.034
C -3.0731 2.9665 4.2790  -0.018
C -1.9630 3.2385 3.4644  0.039
C 0.4265 3.5487 1.5242  0.031
C 0.6742 4.1374 0.2666  0.021
C 1.5887 5.2046 0.0596  -0.007
C 2.3244 5.6675 1.1367  0.016
C 2.0502 5.1640 2.3898  -0.010
C 1.1090 4.1609 2.5900  0.025
H -1.3954 -0.0447 2.5175  0.008
H -3.0622 -0.4159 4.1533  -0.001
H -4.3350 1.5403 5.1948  0.002
H -3.4855 3.7964 4.8434  0.000
H -1.5912 4.2331 3.2819  0.002
H 0.2790 3.6017 -0.6093  0.005
H 1.7024 5.5903 -0.9934  0.000
H 3.1694 6.3415 1.0653  0.001
H 2.5832 5.4710 3.2449  0.000
H 0.8333 3.8480 3.6406  0.001
C 2.0571 0.8125 4.3050  0.000
O 1.4666 -0.5350 4.1172  0.000
H 3.1682 0.6611 4.2655  0.000
H 1.8321 1.2507 5.2818  0.000
H 1.8222 1.4704 3.4427  0.002
H 1.5477 -0.9564 4.9645  0.000
Br 1.7357 -3.9071 1.8448  0.000
C 2.5470 -2.3081 1.2184  -0.010
C 3.6642 -2.3892 0.3246  0.039
C 3.9631 -1.1387 -0.2985  -0.024
C 3.0123 -0.1132 -0.3614  0.057
N 1.7861 -0.2058 0.3229  -0.057
C 1.7311 -1.1774 1.2599  0.065
H 4.2362 -3.3431 0.2181  -0.001
H 4.9441 -0.9706 -0.7160  0.000
H 3.1362 0.7903 -0.9782  0.001
H 0.9620 -1.0196 1.9608  0.001

Properties
* 2S+1: 2
* net charge: +3
* relative energy (zero: lowest compared OMol25 entry of this formula, charge and spin): 3.390 eV
* gap between HOMO and LUMO (alpha / beta): 4.496 / 5.509 eV
* HOMO (alpha / beta): -13.66 / -14.67 eV
* calculated total energy: -143559.01592 eV

Below is a molecular structure, C36H38CdO2P2, with properties calculated with wB97M-V/def2-TZVPD.

Each line ends with the Mulliken charge.
Positions of all 79 atoms, in Å:
Cd -1.5995 -0.0259 -0.2406  1.552
C 1.2804 -1.3253 -2.8323  -0.060
C 2.0708 -1.5542 -1.7762  -0.695
C 3.3714 -0.8415 -1.5560  -1.332
C 3.3947 0.6593 -1.9339  -1.800
C 2.1746 1.4856 -1.6353  0.067
C 1.1230 1.5424 -2.4581  0.068
C 1.2702 1.0355 -3.8569  -1.270
C 1.7357 -0.4245 -3.9343  -1.226
C -2.1201 0.0763 1.8692  -1.941
H 0.3820 -1.9135 -3.0232  0.609
H 1.9312 -2.4246 -1.1268  1.403
H 4.1705 -1.3155 -2.1565  0.546
H 3.6916 -0.9464 -0.5110  0.216
H 4.2694 1.1139 -1.4569  0.523
H 3.6109 0.7576 -3.0048  0.448
H 2.3055 2.2048 -0.8211  1.050
H 0.1812 2.0662 -2.2589  -0.050
H 2.0314 1.6170 -4.4028  0.347
H 0.3284 1.1759 -4.3963  0.381
H 1.4668 -0.8357 -4.9087  0.524
H 2.8277 -0.4486 -3.9288  0.398
H -3.1987 -0.1398 1.8612  0.437
H -2.0209 0.9613 2.5072  0.591
H -1.6144 -0.7589 2.3639  0.362
P 0.2992 -1.6398 0.7184  0.348
P -0.2282 2.1401 1.0594  1.466
C 1.3938 -0.2671 0.7805  -0.614
C 1.2195 1.1049 1.0068  -1.211
C 0.9053 -2.8533 1.8962  0.225
C 2.2596 -3.2607 1.9420  -0.017
C 2.6328 -4.2834 2.8196  -0.732
C 1.6759 -4.8186 3.6987  -0.460
C 0.3180 -4.4533 3.6227  -0.722
C -0.0637 -3.4482 2.7392  -0.145
C -0.5311 -2.5866 -0.6998  1.016
C -1.4599 -1.9451 -1.5849  -0.492
C -2.1434 -2.7094 -2.5413  -0.583
C -1.8931 -4.0749 -2.6696  -0.681
C -0.9820 -4.6994 -1.8169  -0.760
C -0.2986 -3.9629 -0.8495  -0.452
C -0.1346 3.2399 2.4853  0.173
C 0.2929 2.6629 3.7073  -0.665
C 0.5397 3.4634 4.8172  -0.637
C 0.3321 4.8453 4.7447  -0.455
C -0.1958 5.4149 3.5810  -0.602
C -0.4444 4.6245 2.4587  -0.350
C -1.2038 3.0454 -0.2212  0.118
C -2.6063 2.7759 -0.2571  -0.493
C -3.4180 3.2549 -1.2838  -0.694
C -2.8400 3.9561 -2.3442  -0.560
C -1.4857 4.3001 -2.3073  -0.367
C -0.6833 3.9056 -1.2277  -0.403
H 2.4300 -0.6134 0.8002  0.759
H 2.1392 1.6446 1.2925  0.596
H 2.9873 -2.8059 1.2602  0.158
H 3.6716 -4.6426 2.8098  0.389
H 2.0001 -5.5545 4.4358  0.360
H -0.4281 -4.9428 4.2610  0.391
H -1.1097 -3.1513 2.6569  0.392
H -1.5066 -0.8289 -1.8545  0.083
H -2.8955 -2.2271 -3.1766  0.453
H -2.4402 -4.6725 -3.3973  0.413
H -0.7983 -5.7700 -1.8615  0.394
H 0.4440 -4.4278 -0.1979  0.401
H 0.4226 1.5834 3.7889  0.331
H 0.8908 3.0183 5.7487  0.384
H 0.5797 5.4886 5.5861  0.363
H -0.4241 6.4815 3.5397  0.375
H -0.8881 5.0561 1.5575  0.297
H -3.0463 2.1449 0.5274  0.474
H -4.4914 3.0386 -1.2623  0.438
H -3.4530 4.2259 -3.1988  0.393
H -1.0365 4.8402 -3.1478  0.398
H 0.3778 4.1834 -1.2178  0.366
O -3.9094 -3.0256 0.0316  -0.603
C -4.4313 -1.8959 0.0913  -0.206
O -3.9887 -0.7769 -0.3537  -0.599
H -5.4165 -1.8425 0.6236  0.404

Properties
* 2S+1: 1
* net charge: 0
* relative energy (zero: lowest compared OMol25 entry of this formula, charge and spin): 5.186 eV
* gap between HOMO and LUMO: 5.606 eV
* HOMO: -6.22 eV
* calculated total energy: -65175.66726 eV